(1)
Entry from the Open Molecules 2025 dataset: an isolated ion of composition C5H9N2 and charge +1 in a non-equilibrium geometry (the ωB97M-V functional and the def2-TZVPD basis).

Geometry as ORCA input:
```
! RIJCOSX wB97M-V def2-TZVPD def2/J DEFGRID3
* xyz 1 1
C 1.878 1.416 -0.344
C 0.825 0.437 0.212
N 0.840 -0.226 1.227
C -0.162 -1.153 1.558
C -1.305 -1.212 0.875
C -1.481 -0.291 -0.287
N -0.225 0.016 -0.914
H 1.322 2.226 -0.704
H 2.470 0.796 -1.070
H 2.365 1.918 0.503
H 0.035 -1.956 2.337
H -1.994 -2.093 0.991
H -2.318 -0.763 -1.022
H -2.008 0.713 -0.172
H 0.145 -0.714 -1.637
H -0.386 0.884 -1.552
*
```

The LUMO energy comes out at -4.1 eV. As for the frontier orbital gap: 9.98 eV. The structure (SMILES) is CC1=NC=CC[NH2+]1. For the energy above the lowest of the compared OMol25 structures with the same formula, charge and spin, the calculation gives 3.570 eV. The energy comes out at -8302.162 eV.

(2)
Entry from the Open Molecules 2025 dataset: C28H21BrClN3O5RuS as an isolated structure in a non-equilibrium geometry (the ωB97M-V functional and the def2-TZVPD basis).

Geometry as ORCA input:
```
! RIJCOSX wB97M-V def2-TZVPD def2/J DEFGRID3
* xyz 2 5
Ru 0.512 0.562 0.330
C -1.795 -1.921 -0.769
O -0.414 -1.549 -0.804
C 0.487 -2.163 -1.588
C 0.316 -3.352 -2.268
C 1.379 -3.911 -2.975
Br 1.145 -5.569 -3.850
C 2.622 -3.289 -3.026
C 2.834 -2.073 -2.383
C 1.760 -1.469 -1.643
O 1.907 -0.364 -1.031
C 4.117 -1.417 -2.409
N 4.387 -0.260 -1.785
C 5.697 0.092 -1.996
C 6.464 1.175 -1.587
C 7.779 1.198 -2.007
C 8.323 0.185 -2.808
C 7.568 -0.894 -3.221
C 6.246 -0.929 -2.801
N 5.235 -1.836 -3.027
H -1.984 -2.879 -1.246
H -2.373 -1.138 -1.275
H -2.087 -1.960 0.282
H -0.621 -3.883 -2.254
H 3.420 -3.758 -3.576
H 3.662 0.255 -1.293
H 6.045 1.963 -0.984
H 8.406 2.025 -1.717
H 9.356 0.260 -3.111
H 7.980 -1.670 -3.845
H 5.351 -2.671 -3.584
O 0.114 2.896 0.821
C -0.822 2.727 0.027
N -1.185 1.473 -0.316
S -1.664 1.511 -1.940
O -0.410 1.254 -2.604
O -2.731 0.598 -2.187
C -2.150 3.238 -1.863
C -2.947 4.017 -2.666
C -3.181 5.332 -2.258
C -2.632 5.838 -1.090
C -1.817 5.050 -0.291
C -1.589 3.744 -0.691
H -3.391 3.636 -3.572
H -3.800 5.974 -2.866
H -2.845 6.853 -0.793
H -1.400 5.409 0.635
Cl 5.212 -2.041 1.469
C 3.630 -1.446 1.758
C 3.424 -0.075 1.906
C 2.141 0.418 2.125
C 1.028 -0.485 2.225
C -0.286 0.090 2.266
C 1.281 -1.876 2.072
C 2.553 -2.341 1.842
H 4.271 0.596 1.897
H 2.007 1.471 2.385
H -0.403 1.029 2.807
H -1.150 -0.571 2.326
H 0.462 -2.572 2.189
H 2.734 -3.401 1.755
*
```

The LUMO energy (spin up / spin down) comes out at -6.4 / -9.0 eV. As for the frontier orbital gap (spin up / spin down): 7.47 / 5.25 eV. The energy comes out at -140050.229 eV.

(3)
Entry from the Open Molecules 2025 dataset: one molecule with the formula C4H6FNS in a non-equilibrium geometry (the ωB97M-V functional and the def2-TZVPD basis).

Geometry as ORCA input:
```
! RIJCOSX wB97M-V def2-TZVPD def2/J DEFGRID3
* xyz 0 1
C -1.762 -0.109 -0.076
S -0.807 1.387 -0.460
C 0.632 1.268 0.648
N 1.331 0.025 0.428
C 2.480 0.081 -0.059
C 3.580 0.199 -0.721
F 4.835 0.008 -0.191
H -2.433 -0.207 -0.842
H -2.151 -0.082 0.956
H -0.945 -0.910 -0.141
H 1.386 2.107 0.611
H 0.359 1.224 1.679
H 3.628 0.548 -1.704
*
```

The LUMO energy comes out at 0.3 eV. As for the frontier orbital gap: 9.24 eV. The structure (SMILES) is CSCN=C=CF. For the energy above the lowest of the compared OMol25 structures with the same formula, charge and spin, the calculation gives 2.759 eV. The energy comes out at -19285.269 eV.

(4)
Entry from the Open Molecules 2025 dataset: C17H33N5SSbSe4SiW as an isolated structure (the ωB97M-V functional and the def2-TZVPD basis).

Geometry as ORCA input:
```
! RIJCOSX wB97M-V def2-TZVPD def2/J DEFGRID3
* xyz -1 1
W -0.506 0.687 0.129
Se -1.876 3.309 -2.511
Sb -2.744 1.358 -1.456
Se -0.143 -0.340 -1.939
Se -1.608 2.259 1.459
Se -4.917 0.718 -2.170
N 1.149 0.129 1.383
C 1.940 0.689 2.048
N 2.767 1.155 2.891
C 3.805 1.867 2.477
N 4.746 2.452 2.141
C 1.426 -2.766 2.285
C 0.109 -2.905 1.494
C -0.490 -4.265 1.908
C 0.549 -3.050 0.030
Si -1.201 -1.432 1.755
C -1.311 -0.981 3.666
C -2.601 -0.192 3.946
C -1.391 -2.229 4.570
C -0.159 -0.120 4.199
C -2.984 -2.075 1.295
C -4.035 -0.955 1.407
C -3.516 -3.208 2.195
C -2.985 -2.624 -0.144
H 2.060 -3.627 2.037
H 1.297 -2.773 3.360
H 1.976 -1.872 2.017
H 0.312 -5.014 1.886
H -1.256 -4.605 1.215
H -0.912 -4.269 2.912
H 1.097 -3.995 -0.082
H 1.217 -2.239 -0.264
H -0.283 -3.059 -0.673
H -3.502 -0.780 3.777
H -2.672 0.716 3.344
H -2.602 0.112 5.000
H -2.211 -2.899 4.301
H -1.574 -1.891 5.597
H -0.478 -2.809 4.588
H -0.124 0.856 3.715
H 0.812 -0.601 4.092
H -0.320 0.049 5.271
H -4.621 -1.064 2.323
H -4.729 -1.002 0.573
H -3.621 0.050 1.430
H -3.602 -2.910 3.240
H -2.922 -4.120 2.144
H -4.527 -3.458 1.853
H -2.606 -1.902 -0.870
H -4.012 -2.864 -0.439
H -2.393 -3.532 -0.239
S 1.223 2.591 -0.247
C 2.705 1.958 -0.774
N 3.780 2.742 -0.994
C 4.969 1.924 -1.233
C 4.343 0.580 -1.624
N 3.016 0.683 -1.023
H 3.850 3.609 -0.485
H 5.550 1.837 -0.314
H 5.588 2.350 -2.020
H 4.895 -0.257 -1.201
H 4.268 0.446 -2.705
H 2.247 0.055 -1.266
*
```

The LUMO energy comes out at 1.1 eV. As for the frontier orbital gap: 5.65 eV. For the energy above the lowest of the compared OMol25 structures with the same formula, charge and spin, the calculation gives 2.210 eV. The energy comes out at -314080.039 eV.

(5)
Entry from the Open Molecules 2025 dataset: one molecule with the formula C4H5NO3 in a non-equilibrium geometry (the ωB97M-V functional and the def2-TZVPD basis).

Geometry as ORCA input:
```
! RIJCOSX wB97M-V def2-TZVPD def2/J DEFGRID3
* xyz 0 1
C -0.790 0.122 -0.167
C 0.961 -0.414 0.009
C 2.631 0.005 -0.022
N 3.418 1.019 -0.266
O 3.604 2.170 -0.565
O 4.715 -0.035 0.018
C 3.762 -0.949 0.212
O 3.748 -2.115 0.394
H -1.113 -0.624 0.485
H -0.912 1.216 0.073
H -0.975 -0.249 -1.142
H 1.114 -0.859 0.909
H 0.950 -1.305 -0.694
*
```

The LUMO energy comes out at -0.1 eV. As for the frontier orbital gap: 10.19 eV. The structure (SMILES) is CCC1=[N+]([O-])OC1=O. For the energy above the lowest of the compared OMol25 structures with the same formula, charge and spin, the calculation gives 7.212 eV. The energy comes out at -11854.789 eV.

(6)
Entry from the Open Molecules 2025 dataset: C53H59FeGe2N2O7S4 as an isolated structure in a non-equilibrium geometry (the ωB97M-V functional and the def2-TZVPD basis).

Geometry as ORCA input:
```
! RIJCOSX wB97M-V def2-TZVPD def2/J DEFGRID3
* xyz -1 5
Fe 0.076 -0.319 -0.037
C -0.410 0.648 5.730
C 0.620 -0.345 5.265
C 1.951 0.012 5.105
C 2.900 -0.894 4.645
C 4.319 -0.456 4.410
C 2.502 -2.195 4.324
C 1.169 -2.582 4.502
C 0.726 -3.981 4.159
C 0.250 -1.654 4.974
C 3.503 -3.214 3.892
C 4.277 -3.748 4.921
C 5.171 -4.776 4.684
C 5.252 -5.313 3.415
C 4.482 -4.807 2.366
C 3.629 -3.718 2.582
Ge 2.678 -2.833 1.031
S 1.979 -0.833 1.456
S 1.019 -4.131 0.138
Ge 1.811 -3.215 -1.809
S 0.583 -1.488 -2.249
S 3.866 -2.802 -0.916
C 1.855 -4.302 -3.500
C 2.910 -4.220 -4.421
C 2.839 -4.952 -5.605
C 1.749 -5.754 -5.890
C 0.700 -5.822 -4.991
C 0.736 -5.090 -3.808
C -0.449 -5.150 -2.905
C -0.461 -5.977 -1.780
C 0.705 -6.867 -1.433
C -1.588 -5.990 -0.959
C -2.693 -5.205 -1.234
C -3.891 -5.186 -0.323
C -2.682 -4.422 -2.386
C -1.587 -4.392 -3.236
C -1.636 -3.589 -4.507
C 4.162 -3.443 -4.177
C 5.267 -4.101 -3.627
C 5.221 -5.576 -3.328
C 6.436 -3.389 -3.389
C 6.538 -2.042 -3.700
C 7.784 -1.262 -3.379
C 5.459 -1.425 -4.321
C 4.278 -2.106 -4.581
C 3.172 -1.430 -5.344
C 4.615 -5.569 1.089
C 3.708 -6.595 0.807
C 2.505 -6.850 1.676
C 3.934 -7.411 -0.299
C 5.059 -7.266 -1.095
C 5.300 -8.170 -2.274
C 5.971 -6.270 -0.768
C 5.762 -5.410 0.298
C 6.758 -4.325 0.603
H 0.056 1.573 6.070
H -1.002 0.240 6.551
H -1.102 0.890 4.919
H 2.265 1.025 5.339
H 4.467 0.578 4.719
H 4.546 -0.536 3.344
H 5.029 -1.088 4.944
H 1.381 -4.722 4.621
H 0.766 -4.140 3.078
H -0.297 -4.158 4.492
H -0.782 -1.958 5.122
H 4.152 -3.358 5.925
H 5.780 -5.173 5.487
H 5.908 -6.153 3.216
H 3.666 -4.885 -6.304
H 1.720 -6.326 -6.810
H -0.164 -6.444 -5.198
H 1.494 -6.804 -2.179
H 0.372 -7.905 -1.360
H 1.127 -6.573 -0.471
H -1.585 -6.623 -0.077
H -3.833 -5.982 0.419
H -4.814 -5.304 -0.893
H -3.948 -4.230 0.202
H -3.558 -3.828 -2.629
H -2.551 -2.998 -4.556
H -1.596 -4.246 -5.379
H -0.785 -2.911 -4.561
H 4.216 -5.896 -3.056
H 5.898 -5.817 -2.512
H 5.529 -6.145 -4.210
H 7.282 -3.899 -2.937
H 8.608 -1.927 -3.121
H 7.604 -0.600 -2.528
H 8.090 -0.639 -4.221
H 5.543 -0.384 -4.614
H 3.521 -0.496 -5.784
H 2.327 -1.209 -4.692
H 2.803 -2.081 -6.138
H 2.723 -6.647 2.725
H 2.175 -7.884 1.577
H 1.683 -6.196 1.376
H 3.223 -8.200 -0.524
H 4.595 -9.001 -2.280
H 6.314 -8.574 -2.258
H 5.181 -7.618 -3.209
H 6.882 -6.172 -1.350
H 7.613 -4.382 -0.070
H 7.112 -4.388 1.633
H 6.287 -3.349 0.472
O -3.326 4.598 0.967
C -2.336 4.594 1.833
O -2.232 5.429 2.707
C -1.329 3.509 1.704
C -0.248 3.349 2.547
N 0.411 2.254 2.135
N -0.168 1.694 1.082
C -1.229 2.421 0.798
C -2.069 1.964 -0.364
O -3.093 2.612 -0.644
O -1.643 0.939 -0.970
H -3.255 3.841 0.290
H 0.064 3.953 3.382
H 1.235 1.814 2.521
O -1.950 -1.691 -0.358
H -1.655 -2.281 -1.070
H -2.281 -0.885 -0.796
O -1.146 -0.712 2.045
H -0.448 -1.138 2.570
H -1.701 -1.418 1.681
O 1.213 1.387 -1.386
H 1.569 0.737 -2.013
H 0.360 1.657 -1.758
*
```

The LUMO energy (spin up / spin down) comes out at 2.2 / 2.2 eV. As for the frontier orbital gap (spin up / spin down): 7.64 / 7.81 eV. The energy comes out at -264004.377 eV.

(7)
Entry from the Open Molecules 2025 dataset: CClNO2S2 as an isolated structure in a non-equilibrium geometry (the ωB97M-V functional and the def2-TZVPD basis).

Geometry as ORCA input:
```
! RIJCOSX wB97M-V def2-TZVPD def2/J DEFGRID3
* xyz 0 1
C -1.181 -0.039 -0.064
N 2.405 -0.232 -0.954
O -0.354 -0.952 -0.241
O 1.473 0.178 1.416
S -0.828 1.600 -0.060
S 1.321 0.017 -0.006
Cl -2.836 -0.573 -0.091
*
```

The LUMO energy comes out at -2.8 eV. As for the frontier orbital gap: 7.75 eV. For the energy above the lowest of the compared OMol25 structures with the same formula, charge and spin, the calculation gives 2.869 eV. The energy comes out at -40810.558 eV.

What did the second record say?
Entry from the Open Molecules 2025 dataset: C28H21BrClN3O5RuS as an isolated structure in a non-equilibrium geometry (the ωB97M-V functional and the def2-TZVPD basis).

Geometry as ORCA input:
```
! RIJCOSX wB97M-V def2-TZVPD def2/J DEFGRID3
* xyz 2 5
Ru 0.512 0.562 0.330
C -1.795 -1.921 -0.769
O -0.414 -1.549 -0.804
C 0.487 -2.163 -1.588
C 0.316 -3.352 -2.268
C 1.379 -3.911 -2.975
Br 1.145 -5.569 -3.850
C 2.622 -3.289 -3.026
C 2.834 -2.073 -2.383
C 1.760 -1.469 -1.643
O 1.907 -0.364 -1.031
C 4.117 -1.417 -2.409
N 4.387 -0.260 -1.785
C 5.697 0.092 -1.996
C 6.464 1.175 -1.587
C 7.779 1.198 -2.007
C 8.323 0.185 -2.808
C 7.568 -0.894 -3.221
C 6.246 -0.929 -2.801
N 5.235 -1.836 -3.027
H -1.984 -2.879 -1.246
H -2.373 -1.138 -1.275
H -2.087 -1.960 0.282
H -0.621 -3.883 -2.254
H 3.420 -3.758 -3.576
H 3.662 0.255 -1.293
H 6.045 1.963 -0.984
H 8.406 2.025 -1.717
H 9.356 0.260 -3.111
H 7.980 -1.670 -3.845
H 5.351 -2.671 -3.584
O 0.114 2.896 0.821
C -0.822 2.727 0.027
N -1.185 1.473 -0.316
S -1.664 1.511 -1.940
O -0.410 1.254 -2.604
O -2.731 0.598 -2.187
C -2.150 3.238 -1.863
C -2.947 4.017 -2.666
C -3.181 5.332 -2.258
C -2.632 5.838 -1.090
C -1.817 5.050 -0.291
C -1.589 3.744 -0.691
H -3.391 3.636 -3.572
H -3.800 5.974 -2.866
H -2.845 6.853 -0.793
H -1.400 5.409 0.635
Cl 5.212 -2.041 1.469
C 3.630 -1.446 1.758
C 3.424 -0.075 1.906
C 2.141 0.418 2.125
C 1.028 -0.485 2.225
C -0.286 0.090 2.266
C 1.281 -1.876 2.072
C 2.553 -2.341 1.842
H 4.271 0.596 1.897
H 2.007 1.471 2.385
H -0.403 1.029 2.807
H -1.150 -0.571 2.326
H 0.462 -2.572 2.189
H 2.734 -3.401 1.755
*
```

The LUMO energy (spin up / spin down) comes out at -6.4 / -9.0 eV. As for the frontier orbital gap (spin up / spin down): 7.47 / 5.25 eV. The energy comes out at -140050.229 eV.

Look up the energy of the fourth one.
-314080.039 eV

Which value of energy does entry 7 give?
-40810.558 eV

Among the records above, which one has the lowest energy?
C17H33N5SSbSe4SiW